1.
Entry from the Open Molecules 2025 dataset: an isolated molecule of C18H22N2O5S in a non-equilibrium geometry (ωB97M-V/def2-TZVPD).

```
48
Properties=species:S:1:pos:R:3:forces:R:3
C -2.403 4.777 4.325 -0.2 0.5 0.1
O -2.001 3.425 4.393 0.2 -0.3 -0.2
C -1.220 2.857 3.442 0.1 -0.2 0.0
C -0.849 1.543 3.731 0.0 0.3 -0.1
C -0.057 0.803 2.874 0.1 -0.1 -0.1
C 0.369 1.391 1.704 0.3 -0.4 -0.3
S 1.372 0.513 0.519 -0.5 0.3 0.1
O 2.412 1.379 0.045 -0.1 0.2 -0.2
O 1.756 -0.756 1.077 -0.2 0.0 0.1
N 0.257 0.360 -0.733 0.7 0.4 0.8
C 0.833 0.258 -2.058 0.5 0.0 -0.4
C 1.404 -1.135 -2.321 -0.5 0.0 -0.1
C 0.301 -2.189 -2.157 0.4 -0.3 0.5
O -0.684 -1.888 -3.139 -0.2 0.2 -0.2
C 0.800 -3.615 -2.349 0.0 -0.1 -0.1
C -0.113 -4.667 -2.356 0.2 0.0 0.0
C 0.331 -5.965 -2.537 -0.1 0.1 0.0
C 1.690 -6.173 -2.710 -0.2 -0.2 0.0
N 2.569 -5.188 -2.706 0.5 -0.3 -0.1
C 2.139 -3.952 -2.531 -0.3 0.4 0.1
C -0.281 -2.058 -0.733 0.0 0.3 -0.3
C -0.767 -0.628 -0.486 -0.4 -0.5 0.3
C 0.019 2.689 1.385 -0.1 0.3 0.1
C -0.773 3.446 2.237 0.1 0.0 -0.1
O -1.144 4.732 1.958 -0.1 -0.3 0.3
C -0.659 5.330 0.778 0.0 0.1 -0.2
H -3.039 4.967 3.459 0.1 0.0 0.1
H -1.546 5.452 4.301 -0.1 0.0 0.0
H -2.973 4.945 5.239 0.0 0.0 -0.1
H -1.204 1.127 4.660 0.0 0.0 0.1
H 0.240 -0.207 3.103 0.0 -0.1 0.1
H 1.622 1.008 -2.116 -0.1 0.0 -0.2
H 0.050 0.486 -2.786 0.1 0.1 0.1
H 2.197 -1.321 -1.598 0.1 -0.1 -0.1
H 1.802 -1.179 -3.335 0.1 -0.1 0.0
H -1.370 -2.563 -3.111 0.0 0.0 0.0
H -1.171 -4.485 -2.215 -0.1 0.0 0.0
H -0.363 -6.792 -2.544 0.0 -0.1 0.0
H 2.095 -7.165 -2.859 -0.1 -0.1 0.0
H 2.915 -3.201 -2.539 0.0 0.2 0.0
H 0.502 -2.298 -0.013 -0.1 -0.1 0.0
H -1.114 -2.751 -0.593 0.0 -0.1 0.0
H -1.091 -0.512 0.551 -0.2 -0.1 -0.1
H -1.608 -0.401 -1.150 0.0 0.0 0.1
H 0.396 3.084 0.457 0.0 0.2 -0.1
H -1.021 4.810 -0.114 0.0 0.0 0.0
H -1.054 6.345 0.789 0.1 -0.1 -0.1
H 0.434 5.364 0.764 0.0 0.0 0.0
```
Forces are in eV/Å.

energy above the lowest of the compared OMol25 structures with the same formula, charge and spin: 48.58 kcal/mol
HOMO: -8.57 eV
HOMO-LUMO gap: 0.3356 Eh
lowest unoccupied orbital energy: 0.56 eV
electronic energy: -43074.6214 eV

2.
Entry from the Open Molecules 2025 dataset: an isolated molecule of C18H22N4O5 (ωB97M-V/def2-TZVPD).

```
49
Properties=species:S:1:pos:R:3:forces:R:3
C 3.814 -3.068 2.465 -0.3 -0.3 -0.2
C 3.227 -4.428 2.118 0.5 0.0 0.2
O 2.091 -4.309 1.260 -0.3 0.1 -0.2
C 2.362 -4.154 -0.053 -0.1 -0.1 0.0
O 3.468 -4.156 -0.536 0.5 0.0 0.0
N 1.221 -4.018 -0.775 -0.1 0.1 0.0
C -0.092 -3.968 -0.163 -0.2 -0.1 0.2
C -1.054 -3.289 -1.146 0.1 -0.2 0.2
N -0.426 -2.135 -1.742 0.0 0.1 0.3
C -0.646 -0.851 -1.346 0.1 0.5 -0.4
C -0.200 0.236 -2.039 0.2 -0.3 -0.1
C -0.468 1.576 -1.611 0.1 -0.2 -0.2
O -0.108 2.577 -2.194 0.0 0.0 0.0
N -1.233 1.683 -0.423 0.0 0.4 0.0
C -1.561 2.995 0.042 0.0 0.4 0.2
C -2.891 3.370 0.185 0.2 0.1 0.0
C -3.202 4.638 0.623 0.1 0.2 0.0
C -2.192 5.557 0.914 0.0 -0.2 -0.1
O -2.609 6.784 1.330 -0.2 -0.2 -0.1
C -1.639 7.760 1.623 0.1 0.1 0.0
C -0.863 5.175 0.765 0.0 0.3 0.1
C -0.553 3.896 0.335 -0.2 -0.3 0.0
C -1.691 0.623 0.305 0.0 -0.4 0.2
O -2.322 0.706 1.334 -0.1 0.0 0.2
N -1.370 -0.627 -0.203 -0.1 -0.5 0.0
C 0.722 -2.446 -2.579 0.2 0.0 -0.3
C 1.286 -3.825 -2.204 0.1 0.1 -0.1
H 3.056 -2.431 2.916 0.0 0.1 0.1
H 4.193 -2.589 1.566 0.1 0.1 0.0
H 4.634 -3.195 3.167 0.1 0.0 0.1
H 2.850 -4.935 3.008 0.0 0.0 -0.1
H 3.981 -5.049 1.624 -0.2 0.0 0.1
H -0.020 -3.400 0.769 -0.1 -0.1 -0.1
H -0.444 -4.978 0.082 -0.1 0.1 0.0
H -1.309 -3.982 -1.954 -0.1 0.1 0.1
H -1.987 -3.020 -0.652 0.0 -0.1 -0.1
H 0.335 0.140 -2.966 0.0 -0.1 -0.1
H -3.676 2.665 -0.041 -0.1 -0.1 0.0
H -4.227 4.948 0.744 -0.1 0.0 0.0
H -1.026 7.994 0.747 0.0 0.0 0.0
H -2.196 8.648 1.919 0.1 0.0 0.0
H -0.992 7.449 2.449 0.0 0.0 0.0
H -0.058 5.860 0.980 0.0 0.1 0.0
H 0.479 3.606 0.217 0.1 0.0 0.0
H -1.664 -1.390 0.389 0.0 0.2 0.0
H 0.443 -2.437 -3.640 0.1 0.0 0.0
H 1.487 -1.685 -2.413 -0.1 0.0 0.0
H 2.335 -3.892 -2.494 -0.2 0.0 -0.1
H 0.734 -4.627 -2.707 0.1 0.1 0.0
```
Forces are in eV/Å.

energy above the lowest of the compared OMol25 structures with the same formula, charge and spin: 25.30 kcal/mol
HOMO: -8.18 eV
HOMO-LUMO gap: 0.3140 Eh
lowest unoccupied orbital energy: 0.36 eV
electronic energy: -35222.2828 eV

3.
Entry from the Open Molecules 2025 dataset: a structure of composition C18H22N5O7P2Pt (ωB97M-V/def2-TZVPD).

```
55
Properties=species:S:1:pos:R:3:forces:R:3
Pt -0.464 -0.512 -0.271 -0.2 0.0 0.1
C -1.809 -0.976 2.509 0.0 0.0 0.0
N -1.056 -1.813 1.563 0.0 0.0 -0.1
C 0.158 -2.467 2.081 0.0 0.0 0.0
C 1.397 -1.744 1.641 -0.1 0.1 -0.1
N 1.411 -0.938 0.612 0.0 -0.1 0.1
C 2.716 -0.491 0.463 0.1 0.0 0.0
C 3.272 0.379 -0.469 0.0 0.0 0.0
C 4.623 0.632 -0.358 0.0 0.0 0.0
C 5.402 0.039 0.648 0.0 0.0 0.0
C 4.859 -0.827 1.575 0.0 0.0 0.0
C 3.497 -1.078 1.459 0.0 0.0 0.0
N 2.623 -1.869 2.195 0.0 0.0 0.0
C -1.403 0.464 2.409 0.1 0.0 -0.1
N -0.792 0.964 1.367 -0.1 0.0 0.0
C -0.653 2.323 1.601 0.0 0.1 0.1
C -0.066 3.320 0.827 0.0 0.0 0.0
C -0.079 4.602 1.335 0.0 0.0 0.0
C -0.656 4.892 2.582 0.0 0.0 0.0
C -1.233 3.911 3.363 0.0 0.0 0.0
C -1.217 2.622 2.843 0.0 0.0 0.0
N -1.681 1.409 3.335 0.0 -0.1 0.0
H -1.693 -1.337 3.535 0.0 0.0 0.0
H -2.869 -1.052 2.256 0.0 0.0 0.0
H -1.664 -2.506 1.146 0.0 0.0 0.0
H 0.197 -3.481 1.680 0.0 0.0 0.0
H 0.127 -2.548 3.171 0.0 0.0 0.0
H 2.666 0.824 -1.248 0.0 0.0 0.0
H 5.099 1.300 -1.063 0.0 0.0 0.0
H 6.458 0.266 0.694 0.0 0.0 0.0
H 5.464 -1.283 2.346 0.0 0.0 0.0
H 2.858 -2.449 2.983 0.0 0.0 0.0
H 0.384 3.092 -0.130 0.0 0.0 0.0
H 0.362 5.407 0.764 0.0 0.0 0.0
H -0.645 5.912 2.940 0.0 0.0 0.0
H -1.672 4.141 4.324 0.0 0.0 0.0
H -2.157 1.260 4.209 0.0 0.0 0.0
C -2.584 -1.211 -4.860 0.0 0.0 0.0
C -1.568 -1.099 -3.724 0.0 -0.1 -0.1
O -0.231 -1.123 -4.233 0.0 0.0 0.0
P -1.589 -2.572 -2.655 -0.3 0.0 0.0
O -1.297 -3.814 -3.582 0.0 0.1 -0.1
O -3.098 -2.863 -2.282 0.0 0.0 0.0
O -0.672 -2.476 -1.486 0.4 -0.1 0.1
P -2.001 0.376 -2.678 0.0 0.0 0.1
O -0.503 1.024 -2.428 -0.1 0.0 -0.1
O -2.887 1.318 -3.364 0.0 0.1 0.0
O -2.379 -0.211 -1.309 0.0 0.1 0.0
H -2.395 -2.110 -5.446 0.0 0.0 0.0
H -2.493 -0.334 -5.499 0.0 0.0 0.0
H -3.606 -1.237 -4.485 0.0 0.0 0.0
H 0.065 -0.223 -4.414 0.0 0.0 0.0
H -0.514 -3.687 -4.136 0.0 -0.1 0.0
H -3.461 -2.126 -1.763 0.0 0.0 0.0
H -0.549 1.980 -2.571 0.0 0.0 0.0
```
Forces are in eV/Å.

total charge: +1
energy above the lowest of the compared OMol25 structures with the same formula, charge and spin: 0.00 kcal/mol
2S+1: 3
HOMO (alpha / beta): -10.59 / -11.70 eV
⟨S²⟩: 2.004
HOMO-LUMO gap (alpha / beta): 0.2985 / 0.3079 Eh
lowest unoccupied orbital energy (alpha / beta): -2.46 / -3.32 eV
electronic energy: -62631.2897 eV

4.
Entry from the Open Molecules 2025 dataset: a structure of composition C18H22N6O3S3 in a non-equilibrium geometry (ωB97M-V/def2-TZVPD).

```
52
Properties=species:S:1:pos:R:3:forces:R:3
C 2.241 -0.723 -3.373 5.9 -2.4 -1.0
C 1.651 -1.169 -2.088 0.5 3.2 -1.4
H 0.766 -1.718 -2.146 -1.6 -0.7 -0.2
H 2.354 -1.689 -1.508 0.8 -0.5 1.0
O 1.491 0.140 -1.529 -2.2 2.0 2.8
C 0.326 0.953 -1.604 1.5 -4.9 -3.1
O -0.561 0.701 -2.429 1.2 -0.1 0.7
C 0.370 2.046 -0.801 -3.3 5.7 2.2
C 1.020 2.283 0.421 -1.5 0.1 -1.0
N 1.685 1.351 1.105 1.5 13.4 6.7
C 2.309 1.695 2.553 -4.8 5.2 -8.4
O 2.182 2.826 2.905 0.7 -0.5 1.3
C 2.833 0.546 2.900 5.1 -5.6 10.1
H 3.451 0.902 4.047 -1.3 -1.1 -3.3
H 3.558 -0.097 2.369 -1.1 0.6 -0.2
S 1.472 -0.412 3.879 0.7 -0.8 -3.3
C 1.160 -1.515 2.342 8.1 9.5 4.1
N 2.001 -1.517 1.392 2.3 -1.6 -2.5
N 1.646 -2.659 0.595 -2.8 2.6 2.1
C 0.453 -2.968 1.214 2.9 -9.1 -12.9
N 0.355 -2.394 2.257 -11.4 -2.0 12.1
C -0.813 -2.530 3.417 3.6 -6.8 -5.5
H -0.778 -1.867 4.106 -0.2 5.2 3.7
H -0.734 -3.524 3.899 0.8 0.4 -0.1
H -1.467 -2.768 2.680 -3.8 0.7 -1.1
C -0.420 -4.090 0.492 1.0 0.5 0.2
C -1.774 -3.264 -0.103 7.2 -6.5 4.6
C -2.829 -3.811 0.339 -4.3 5.3 -2.5
S -4.144 -2.503 -0.412 1.6 -0.7 0.4
C -2.767 -1.626 -0.943 4.7 2.0 -0.7
N -1.441 -2.164 -0.567 -4.2 6.3 -4.2
N -2.776 -0.435 -1.662 -7.2 -4.9 3.4
H -3.759 -0.290 -1.944 1.2 0.7 -0.1
H -2.092 0.037 -2.094 3.9 1.7 -1.7
H -3.310 -4.571 0.672 -2.1 -5.1 2.2
H -0.583 -4.885 1.362 -0.2 1.2 -2.4
H 0.219 -4.492 -0.490 -1.6 1.0 3.1
H 1.716 0.528 0.911 0.4 -12.2 -3.7
S 0.567 3.799 1.210 0.9 -0.3 0.2
C -0.453 4.280 -0.004 -2.0 -8.4 -5.6
C -0.753 3.165 -1.051 9.7 1.1 9.9
C -1.485 3.449 -2.110 7.9 2.8 -11.5
H -1.077 2.681 -3.084 -1.0 1.8 2.7
H -1.441 4.374 -2.821 0.0 -0.7 2.3
H -2.315 3.121 -2.081 -11.5 -3.7 0.4
C -1.290 5.356 -0.264 -0.4 5.6 0.8
H -2.409 5.301 -0.315 1.2 -0.6 -0.5
H -1.135 5.982 0.600 -0.3 1.1 0.5
H -0.784 5.997 -1.068 -1.4 -0.7 0.5
H 3.292 -0.019 -3.205 -2.9 -2.2 -0.2
H 1.684 -0.148 -4.010 -2.0 1.3 -1.3
H 2.590 -1.663 -3.958 -0.4 1.5 0.6
```
Forces are in eV/Å.

HOMO: -7.00 eV
HOMO-LUMO gap: 0.2486 Eh
lowest unoccupied orbital energy: -0.23 eV
electronic energy: -66595.1862 eV

5.
Entry from the Open Molecules 2025 dataset: a structure of composition C18H22N9ORbS (ωB97M-V/def2-TZVPD).

```
52
Properties=species:S:1:pos:R:3:forces:R:3
Rb 0.908 0.152 0.970 -0.1 -0.1 0.2
N -0.085 -1.971 -2.752 0.0 0.0 0.0
C -1.068 -1.393 -1.954 0.0 -0.1 -0.1
S -2.222 -0.428 -2.811 -0.1 0.0 0.0
N -0.950 -1.722 -0.695 0.0 0.1 0.0
N -1.905 -1.203 0.165 0.1 0.0 0.0
C -1.788 -1.583 1.386 0.0 0.1 0.0
C -0.845 -2.538 1.995 0.0 0.0 0.0
C -0.676 -3.828 1.503 0.0 0.0 0.0
C 0.110 -4.761 2.164 0.0 0.0 -0.1
C 0.755 -4.367 3.341 0.0 0.0 0.0
C 0.635 -3.087 3.835 0.0 0.0 0.0
C -0.159 -2.090 3.180 0.0 -0.1 0.0
O -0.224 -0.882 3.579 0.0 0.0 -0.1
H 0.098 -1.456 -3.597 0.0 0.0 0.0
H 0.729 -2.278 -2.239 0.0 0.0 0.0
H -2.457 -1.079 2.082 0.0 0.0 0.0
H -1.179 -4.093 0.580 0.0 0.0 0.0
H 0.235 -5.762 1.770 0.0 0.0 0.0
H 1.382 -5.081 3.868 0.0 0.0 0.0
H 1.158 -2.786 4.737 0.0 0.0 0.0
C 3.946 -4.232 1.085 0.0 0.0 0.0
N 4.090 -3.071 0.227 0.0 0.0 0.0
C 2.857 -2.856 -0.514 0.0 0.0 0.0
C 4.430 -1.889 1.027 0.0 0.0 0.0
C 4.781 -0.672 0.194 0.0 0.0 0.0
C 6.031 -0.687 -0.430 0.0 0.0 0.0
C 6.447 0.382 -1.211 0.0 0.0 0.0
C 5.589 1.467 -1.355 0.0 0.0 0.0
C 4.345 1.451 -0.727 0.0 0.0 0.0
C 3.864 0.395 0.075 0.0 0.0 0.0
H 3.699 -5.109 0.483 0.0 0.0 0.0
H 3.150 -4.106 1.836 0.0 0.0 0.0
H 4.888 -4.424 1.606 0.0 0.0 0.0
H 2.680 -3.702 -1.185 0.0 0.0 0.0
H 2.939 -1.942 -1.102 0.0 0.0 0.0
H 1.975 -2.774 0.147 0.0 0.0 0.0
H 5.284 -2.176 1.652 0.0 0.0 0.0
H 3.600 -1.631 1.708 0.0 0.0 0.0
H 6.683 -1.551 -0.308 0.0 0.0 0.0
H 7.419 0.371 -1.694 0.0 0.0 0.0
H 5.891 2.320 -1.959 0.0 0.0 0.0
H 3.714 2.329 -0.882 0.0 0.0 0.0
N -3.266 1.348 -0.295 0.1 -0.1 -0.1
N -2.370 2.397 -0.198 -0.1 0.2 -0.2
N -2.488 3.483 -0.932 0.0 -0.1 0.2
C -1.484 4.220 -0.457 -0.2 -0.1 -0.1
N -0.816 3.611 0.518 0.2 0.0 0.1
N -1.395 2.433 0.668 -0.1 -0.1 -0.1
H -2.805 0.519 0.122 0.0 0.1 0.0
H -3.256 1.058 -1.287 0.0 0.1 0.1
H -1.243 5.197 -0.837 0.0 0.0 0.0
```
Forces are in eV/Å.

total charge: -2
energy above the lowest of the compared OMol25 structures with the same formula, charge and spin: 1.35 kcal/mol
HOMO: -1.54 eV
HOMO-LUMO gap: 0.2121 Eh
lowest unoccupied orbital energy: 4.23 eV
electronic energy: -45970.1508 eV

6.
Entry from the Open Molecules 2025 dataset: an isolated molecule of C18H22O6 in a non-equilibrium geometry (ωB97M-V/def2-TZVPD).

```
46
Properties=species:S:1:pos:R:3:forces:R:3
C 4.441 -6.343 1.678 -1.5 0.3 2.6
O 4.620 -5.054 1.024 1.0 -0.6 0.9
C 3.498 -4.540 0.497 0.4 0.4 -0.7
O 2.563 -5.180 0.166 -2.0 -1.7 -0.2
C 3.549 -3.122 0.230 2.7 3.4 1.0
C 4.564 -2.218 0.640 -0.8 0.1 -1.2
C 4.212 -0.960 -0.009 -1.1 -1.3 -0.3
C 2.996 -1.152 -0.688 2.9 0.7 3.3
C 2.347 -0.005 -1.431 -1.3 -3.3 -0.8
O 0.938 0.227 -1.230 0.1 -0.2 -0.1
C 0.569 1.170 -0.332 0.0 1.5 1.8
O 1.306 1.773 0.437 0.0 -1.2 -1.5
C -0.943 1.472 -0.258 0.1 0.2 -0.6
C -1.567 0.663 0.867 -0.6 -1.5 -0.4
C -3.106 0.857 0.900 1.1 1.1 1.3
C -3.766 0.556 -0.404 -1.4 2.4 -0.5
C -3.147 1.506 -1.431 1.0 -0.8 -0.7
C -3.287 2.979 -1.103 -1.8 -0.3 -1.1
C -2.662 3.266 0.199 -0.8 -0.8 0.7
O -2.809 4.615 0.471 -0.7 1.4 1.3
C -3.343 2.353 1.292 -0.2 0.5 0.5
C -1.216 2.988 0.101 2.1 -2.2 1.4
C -1.685 1.054 -1.549 0.7 0.2 -0.6
O 2.600 -2.460 -0.548 0.4 0.4 0.1
H 3.578 -6.161 2.455 1.7 -0.6 -1.3
H 5.328 -6.793 2.244 -0.8 1.6 -1.1
H 4.098 -7.120 1.030 -0.3 -0.1 -0.8
H 5.492 -2.361 1.288 -1.7 -0.2 -1.1
H 4.809 -0.048 -0.072 -0.4 -0.3 0.4
H 2.578 -0.421 -2.409 -1.3 0.6 -1.1
H 2.820 0.916 -1.430 1.5 1.4 1.0
H -1.379 -0.367 0.603 0.0 -0.7 0.0
H -1.093 0.761 1.834 0.0 0.7 0.3
H -3.565 0.193 1.613 0.1 -0.1 0.8
H -4.881 0.748 -0.331 1.1 -0.3 0.0
H -3.596 -0.423 -0.761 0.0 -1.3 -0.1
H -3.576 1.328 -2.381 -0.7 -0.2 -1.1
H -2.915 3.686 -1.883 0.0 -0.7 0.3
H -4.383 3.160 -1.030 0.5 0.2 0.0
H -2.356 5.109 -0.217 0.0 0.1 -0.1
H -2.949 2.651 2.315 -0.2 -0.6 -1.2
H -4.449 2.486 1.361 0.7 0.4 -0.3
H -0.721 3.610 -0.591 0.3 0.9 -1.3
H -0.708 3.229 1.062 -0.4 -0.4 -0.5
H -1.617 -0.038 -1.747 -0.2 0.4 0.7
H -1.186 1.412 -2.469 -0.2 0.6 0.5
```
Forces are in eV/Å.

energy above the lowest of the compared OMol25 structures with the same formula, charge and spin: 19.18 kcal/mol
HOMO: -8.94 eV
HOMO-LUMO gap: 0.3441 Eh
lowest unoccupied orbital energy: 0.42 eV
electronic energy: -31306.3405 eV